Entry 1:
31
Properties=species:S:1:pos:R:3:nbo_charge:R:1 method="wB97M-V/def2-TZVPD" gap_ev=7.32 lumo_energy_ha=-0.034 homo_ev=-8.25 multiplicity=1
C -3.00832 -1.23956 1.39006 -0.11
C -3.11102 0.12749 1.24910 -0.33
C -2.18793 -2.09786 0.58004 -0.28
C -1.50100 -1.69150 -0.54510 -0.09
C -2.39332 0.77400 0.25815 -0.07
C -1.37899 -0.30439 -0.85327 -0.08
C -1.99900 -0.05586 -2.20030 -0.61
C 4.43731 0.76700 0.45069 -0.59
C 0.07559 0.28473 -0.72032 -0.39
C 3.06398 0.22827 0.10085 -0.41
C 0.46065 0.30014 0.72789 -0.41
C 1.88358 0.89518 0.81279 -0.40
S -2.47890 2.37365 -0.08741 -0.02
H -3.71717 -1.51757 2.12331 0.22
H -3.76090 0.73108 1.89838 0.23
H -2.19879 -3.13530 0.79634 0.22
H -0.98841 -2.45689 -1.22180 0.22
H -1.90532 0.93336 -2.45807 0.23
H -3.05230 -0.50630 -2.19933 0.21
H -1.59958 -0.71645 -2.96679 0.21
H 4.78811 0.71698 1.60375 0.19
H 5.15433 0.18116 -0.09263 0.21
H 4.39021 1.74591 0.16417 0.20
H 0.08741 1.14362 -1.24551 0.22
H 0.82558 -0.32162 -1.36938 0.20
H 3.03378 -0.85981 0.07527 0.20
H 2.90489 0.34736 -0.97859 0.19
H 0.47408 -0.68041 1.20774 0.21
H -0.27052 0.96946 1.17144 0.22
H 2.21927 1.12830 1.84959 0.20
H 1.75268 1.93585 0.47894 0.20

***

Entry 2:
67
Properties=species:S:1:pos:R:3:nbo_charge:R:1 method="wB97M-V/def2-TZVPD" gap_ev="6.30 / 5.48" charge=+1 s_squared=6.005 lumo_energy_ha="-0.259 / -0.289" homo_ev="-13.34 / -13.34" multiplicity=5
Na -29.92255 25.24393 12.64806 0.95
Pt -25.31227 27.91329 13.53388 1.64
Pt -26.47612 23.88713 10.72960 1.60
As -28.73092 28.63688 15.12093 2.84
F -30.33882 28.60876 15.77276 -0.59
F -28.16854 29.70916 16.33231 -0.58
F -27.11879 28.57014 14.36666 -0.66
F -29.28897 27.49329 13.86687 -0.66
F -29.09599 29.92157 14.03876 -0.59
F -28.21432 27.22529 16.07627 -0.62
As -27.52280 27.54393 10.24636 2.85
F -28.11598 29.13342 10.43569 -0.57
F -28.90536 26.87965 11.09022 -0.63
F -26.73663 25.90156 10.07867 -0.65
F -26.08136 28.10854 9.47796 -0.58
F -26.66072 27.63118 11.80605 -0.66
F -28.36199 27.31189 8.74871 -0.58
As -23.04044 25.34477 11.80746 2.84
F -22.87065 24.12157 13.00895 -0.56
F -21.47061 25.98865 12.09776 -0.58
F -23.42811 26.60401 10.71661 -0.58
F -24.72166 24.69710 11.34570 -0.67
F -23.74932 26.44005 13.08844 -0.65
F -22.41568 24.29125 10.57405 -0.59
O -28.19946 25.06729 14.54580 -0.69
C -27.16468 25.17358 13.71618 1.04
O -26.26273 26.00975 13.93704 -0.79
O -27.22163 24.62961 12.57993 -0.84
H -28.08725 25.79230 15.21350 0.55
C -31.94063 22.13958 13.08925 -0.14
C -30.93336 22.23441 14.24247 0.61
C -30.50509 20.86347 14.78747 0.51
F -31.58645 20.22957 15.36737 -0.33
F -29.94228 20.07843 13.85087 -0.31
F -29.80782 22.78398 13.66526 -0.36
F -31.28987 23.07169 15.22044 -0.29
O -32.29804 23.52559 12.88184 -0.54
C -32.97643 23.83076 11.73455 0.84
C -33.06138 25.34082 11.54528 0.51
F -31.79664 25.86090 11.66258 -0.37
F -33.64089 25.69421 10.40960 -0.27
F -32.41354 23.25229 10.63405 -0.33
F -34.22956 23.32121 11.82797 -0.31
H -32.85717 21.61200 13.34054 0.24
H -31.42420 21.79671 12.19714 0.23
H -29.84864 20.91103 15.66638 0.17
H -33.64934 25.69565 12.40029 0.17
C -25.83655 19.31675 14.12271 -0.61
C -26.50587 20.56829 14.68346 -0.38
C -25.54817 21.36494 15.59896 -0.41
C -26.28650 22.59099 16.13816 -0.38
C -25.53041 23.55605 17.06927 -0.39
C -24.06516 23.75308 16.69145 -0.61
H -25.11135 19.51065 13.32853 0.20
H -26.61664 18.68622 13.69067 0.21
H -25.28458 18.75835 14.87860 0.22
H -26.84234 21.21421 13.86983 0.17
H -27.31616 20.23291 15.33415 0.19
H -24.72666 21.69602 14.95663 0.20
H -25.13283 20.69577 16.35105 0.21
H -26.74084 23.23260 15.37688 0.17
H -27.17501 22.25934 16.69017 0.20
H -26.13557 24.46415 17.12907 0.19
H -25.53560 23.15046 18.08650 0.20
H -23.46864 22.92697 17.06852 0.22
H -24.02402 23.81552 15.60035 0.19
H -23.68984 24.69411 17.09355 0.21

***

Entry 3:
40
Properties=species:S:1:pos:R:3:nbo_charge:R:1 method="wB97M-V/def2-TZVPD" gap_ev=4.42 charge=+2 lumo_energy_ha=-0.368 homo_ev=-14.44 multiplicity=1
Au -0.19380 0.11400 0.13021 0.56
C 1.98640 -0.71315 5.64689 -0.68
C 2.47720 -0.48387 4.26869 0.37
N 3.69823 -0.25507 3.91835 -0.20
N 3.64659 -0.11720 2.56152 -0.34
C 2.42683 -0.25047 2.05556 0.26
S 2.09653 -0.17604 0.38193 -0.16
N 1.65419 -0.48649 3.14377 -0.22
N 0.28418 -0.72134 3.10276 -0.63
H 2.83572 -0.69039 6.32418 0.28
H 1.49634 -1.68364 5.73251 0.25
H 1.28106 0.06195 5.95030 0.24
H 4.49466 0.05660 2.04243 0.45
H -0.16992 -0.15178 3.80780 0.38
H 0.10632 -1.70229 3.29485 0.39
C -2.03625 -2.40452 0.05607 -1.16
Si -3.19689 -0.98760 -0.16095 1.75
C -4.08656 -1.19684 -1.77114 -1.14
C -4.18849 -0.72992 1.38844 -1.14
N -2.19679 0.60805 -0.23721 -0.68
C -2.67982 1.78240 -0.42468 0.19
C -4.11500 2.01549 -0.66735 -0.11
C -4.60583 3.25268 -0.86786 -0.23
C -3.72050 4.36938 -0.87139 0.10
C -2.35430 4.25206 -0.64548 -0.34
C -1.83580 3.00727 -0.42086 0.57
F -0.56493 2.88914 -0.19507 -0.23
H -2.65845 -3.30405 0.11377 0.28
H -1.44752 -2.35474 0.97295 0.25
H -1.36140 -2.53270 -0.79246 0.27
H -4.60058 -2.16016 -1.72828 0.28
H -3.35906 -1.24686 -2.58434 0.27
H -4.82701 -0.44012 -2.02584 0.25
H -4.81778 -1.60727 1.55335 0.28
H -4.83481 0.14804 1.36899 0.25
H -3.51393 -0.63814 2.24214 0.25
H -4.77319 1.16086 -0.69161 0.25
H -5.66256 3.40618 -1.03593 0.27
H -4.12629 5.35684 -1.06285 0.26
H -1.69741 5.11152 -0.64393 0.29